(1)
C28H44Cl3N4O3SeSiSn | ωB97M-V with the def2-TZVPD basis set

Structure (XYZ):
```
85
Properties=species:S:1:pos:R:3:forces:R:3
C 1.5656 -0.9782 -3.8994 0.173 -0.472 0.020
C 1.1465 0.4524 -3.7983 -0.204 0.682 -0.378
H 1.2558 -1.4541 -4.8389 0.054 0.087 0.329
H 1.1410 -1.5431 -3.0512 0.163 0.173 -0.312
H 2.6616 -1.0755 -3.8356 -0.242 0.069 0.054
C 0.5824 1.1539 -4.7912 0.321 0.093 0.085
C 0.3955 0.6726 -6.1992 -0.219 -0.189 -0.372
H 0.2550 2.1865 -4.6137 0.250 -0.344 0.032
H 0.6114 -0.4006 -6.3050 -0.121 0.409 -0.040
H 1.0421 1.2104 -6.9148 -0.135 -0.110 0.289
H -0.6383 0.8478 -6.5378 0.201 -0.096 0.043
Sn 0.1943 -0.5744 0.1849 -0.019 0.468 -0.599
Cl 2.5138 -0.1069 0.6769 1.794 0.458 0.334
Cl 0.3000 -2.7862 -0.7822 0.072 -1.397 -0.854
C 0.5185 2.5409 0.9369 -1.813 -2.130 0.263
O -0.2826 1.5547 1.0318 1.473 3.059 0.124
N 0.1724 3.7741 1.2938 0.226 1.037 -0.045
C -1.1786 4.1486 1.7148 0.451 0.015 -0.032
C 1.1199 4.8966 1.1869 -0.274 -0.501 0.003
H 1.5449 2.4152 0.5530 -0.273 -0.017 0.218
H -1.8045 3.2646 1.7923 0.093 -0.048 0.003
H -1.6069 4.8547 0.9894 0.079 -0.183 0.060
H -1.1175 4.6593 2.6840 -0.075 -0.168 -0.111
H 2.0871 4.5304 0.8193 -0.305 0.107 0.091
H 1.2480 5.3547 2.1763 0.031 -0.063 -0.198
H 0.7261 5.6433 0.4851 0.144 -0.146 0.136
H -1.5236 -1.2527 -3.5669 -0.123 -0.052 0.271
H -2.3950 1.3243 -3.9549 -0.234 -0.125 0.126
C -2.3644 -1.3360 -2.8623 0.078 0.505 -0.109
C -3.2084 0.9588 -3.3056 0.305 -0.221 0.220
N -2.6966 -0.0076 -2.3405 -0.383 0.167 -0.667
H -2.0953 -2.0025 -2.0455 0.054 0.106 -0.057
C -2.5115 0.3288 -1.0696 0.898 -1.534 1.510
O -1.9854 -0.4632 -0.2227 -2.424 1.666 -1.529
H -3.6516 1.8070 -2.7703 0.065 -0.159 -0.172
H -2.8535 1.3414 -0.7814 0.219 -0.324 -0.135
H -3.2429 -1.7069 -3.4033 0.093 -0.072 0.080
H -3.9720 0.4643 -3.9194 0.091 0.235 0.064
O 0.2694 0.3768 -1.6583 -0.005 0.587 -0.582
C 1.2909 1.0070 -2.3883 -0.854 -0.427 0.669
C -0.0524 3.1874 -2.2142 -0.128 0.398 -0.073
C 1.1759 2.5320 -2.2840 0.567 -0.294 -0.491
H -0.9751 2.6025 -2.1775 0.371 0.079 0.129
C -0.1090 4.5895 -2.2445 0.219 -0.055 0.021
H 2.2740 0.6842 -1.9965 -0.025 0.340 -0.111
C 2.3474 3.2932 -2.3758 -0.050 0.189 -0.184
H -1.0693 5.1111 -2.1774 0.272 -0.250 -0.059
C 1.0651 5.3411 -2.3699 0.070 0.018 0.105
C 2.2991 4.6860 -2.4416 -0.106 -0.005 0.138
H 3.3108 2.7796 -2.4514 -0.326 0.124 0.082
H 1.0354 6.4393 -2.3880 -0.080 -0.513 -0.042
H 3.2251 5.2627 -2.5412 -0.353 -0.201 0.050
Si 0.4132 -7.1184 -0.7383 0.162 0.743 0.812
Cl 0.6106 -6.2921 -2.6654 -0.075 -0.825 -0.130
C -1.4430 -7.0845 -0.3881 0.170 0.215 -0.086
C 1.5820 -5.9150 0.1323 -0.397 -0.248 0.109
C 0.9462 -8.8931 -0.3460 0.153 -0.127 -0.481
H -1.8782 -6.1527 -0.7695 0.056 -0.183 0.126
H -1.6749 -7.1647 0.6824 0.135 0.012 -0.195
H -1.9189 -7.9322 -0.9025 0.102 0.206 0.080
H 0.3091 -9.6336 -0.8463 0.150 0.118 0.012
H 0.8685 -9.0917 0.7357 -0.071 0.344 -0.270
H 1.9891 -9.0832 -0.6256 -0.159 0.002 -0.011
H 1.3444 -4.8879 -0.1801 0.060 -0.326 0.144
H 2.6091 -6.1376 -0.1937 -0.230 -0.010 0.089
H 1.5375 -5.9593 1.2279 0.043 -0.048 -0.167
C -2.2955 -0.8702 4.9371 0.545 0.308 -0.318
N -1.0265 -0.1941 4.6838 -1.106 1.066 1.361
C -0.1362 -0.4938 3.6912 0.014 -1.322 -0.877
Se -0.3585 -1.8285 2.4326 0.109 -0.311 1.746
N 0.9762 0.2746 3.9393 0.550 0.875 0.382
C 0.8173 0.9877 5.1365 0.769 -1.120 -1.189
C 1.7564 1.6311 5.9092 0.202 0.403 -0.166
C 1.3712 1.9415 7.2173 -0.710 0.192 0.844
C 0.0934 1.6120 7.7120 1.087 0.591 -0.050
C -0.8490 0.9739 6.9082 -0.484 0.036 -0.219
C -0.4493 0.6822 5.6157 -0.760 -1.517 -0.765
H -2.5898 -1.4265 4.0375 0.153 0.201 0.333
H -3.0465 -0.1150 5.1746 -0.063 -0.063 -0.038
H -2.2018 -1.5537 5.7908 0.032 -0.014 -0.096
H 1.8062 0.2664 3.3405 -0.603 -0.071 0.302
H 2.7319 1.8586 5.4843 -0.076 -0.057 0.335
H 2.0720 2.4458 7.8819 -0.137 -0.106 -0.139
H -0.1574 1.8601 8.7362 0.048 0.024 -0.009
H -1.8491 0.7045 7.2407 0.276 0.040 0.133
```
Positions in Å, forces in eV/Å.

Values from the calculation:
Highest occupied orbital energy (alpha / beta)   -0.94 / -1.30 eV
Charge   -1
DFT total energy   -5824.053406 Ha
Gap between HOMO and LUMO (alpha / beta)   3.26 / 3.63 eV
ΔE to the lowest compared entry with this formula, charge and spin   0.0 kcal/mol
Lowest unoccupied orbital energy (alpha / beta)   2.3 / 2.3 eV

(2)
C28H44Cl5N5OsP | ωB97M-V with the def2-TZVPD basis set

Structure (XYZ):
```
84
Properties=species:S:1:pos:R:3:forces:R:3
Os 0.2876 1.7727 -0.1017 0.127 0.182 -0.604
Cl 2.7269 2.2985 0.3443 0.089 -0.015 0.251
C 1.8837 2.6219 1.8463 -0.113 -0.013 0.072
C 0.4978 2.4336 1.6391 0.039 0.047 0.990
C -0.3789 2.6907 2.7321 0.144 -0.030 -0.093
Cl -2.0687 2.5270 2.5637 0.101 0.024 0.029
C 0.1660 3.0522 3.9524 0.103 0.009 0.106
Cl -0.8413 3.3413 5.2888 -0.014 0.018 0.069
C 1.5788 3.1682 4.1102 -0.201 -0.010 -0.027
Cl 2.2111 3.5749 5.6009 0.054 0.027 0.086
C 2.4727 2.9511 3.0290 0.080 -0.005 -0.149
Cl 4.1561 3.0925 3.1788 0.015 0.012 0.047
C -4.4311 1.0506 -0.6244 0.054 0.117 0.050
N -3.8484 2.3822 -0.8271 -0.110 0.100 -0.029
C -4.7567 3.5024 -1.1346 0.085 -0.107 -0.009
C -2.5343 2.5500 -0.7590 0.186 -0.385 0.204
N -1.6750 1.5916 -0.4541 -0.737 0.283 -0.278
N -2.0795 3.8376 -1.0006 0.023 0.135 -0.030
C -0.8255 4.2340 -1.3476 -0.039 0.012 -0.028
N -0.6987 5.4677 -1.8129 0.038 0.053 -0.045
N 0.2189 3.4365 -1.1923 0.102 -0.419 -0.284
H -5.4890 1.1065 -0.8543 -0.008 -0.043 0.030
H -4.3152 0.7229 0.4109 0.036 -0.036 -0.018
H -3.9783 0.3349 -1.3084 -0.016 -0.051 -0.032
H -5.7754 3.1464 -1.0349 -0.017 0.032 -0.022
H -4.6152 3.8548 -2.1571 -0.022 0.025 -0.005
H -4.6357 4.3161 -0.4162 -0.046 0.013 0.009
H -2.1242 0.7042 -0.2847 -0.040 -0.047 0.065
H -2.7919 4.5519 -1.0254 0.013 0.003 -0.061
H -1.4931 6.0512 -2.0278 0.001 -0.003 -0.007
H 0.2085 5.8532 -2.0284 -0.007 0.005 0.013
H 1.0848 3.8183 -1.5572 0.006 0.024 0.011
C -2.2777 -3.7159 -1.5516 -0.027 0.012 -0.002
C -1.9352 -2.6886 -2.6301 0.032 -0.001 0.036
C -0.7117 -1.8201 -2.2479 -0.021 0.007 0.040
C -0.5245 -1.7990 -0.7176 -0.158 -0.023 -0.013
C -1.9232 -1.6775 -0.0933 0.053 -0.037 0.131
C -2.6322 -3.0338 -0.2159 0.067 -0.024 -0.044
P 0.7387 -0.6431 -0.0988 0.079 0.058 -0.194
C 2.2454 -0.7693 -1.1388 0.020 0.040 -0.112
C 2.7523 -2.1919 -1.4856 0.004 0.025 -0.065
C 3.6671 -2.1556 -2.7247 0.006 -0.023 0.052
C 4.4472 -0.8479 -2.7879 -0.002 -0.010 -0.082
C 3.4938 0.3287 -3.0473 0.003 -0.025 0.023
C 2.1096 0.0754 -2.4245 -0.006 -0.010 0.043
C 1.1967 -1.1235 1.6317 -0.032 0.147 -0.027
C 1.7437 -2.5868 1.6753 0.068 -0.008 0.053
C 0.9546 -3.4674 2.6418 0.031 0.022 0.020
C 0.9610 -2.8913 4.0599 -0.020 0.027 -0.020
C 0.7209 -1.3645 4.0595 0.014 -0.044 -0.027
C 0.1344 -0.9115 2.7213 -0.004 -0.089 -0.054
H -1.4397 -4.4041 -1.4182 0.027 0.024 -0.001
H -3.1119 -4.3306 -1.8848 0.007 -0.032 0.005
H -2.8051 -2.0515 -2.8107 0.000 0.013 0.019
H -1.7315 -3.1893 -3.5749 -0.024 0.004 -0.022
H -0.8676 -0.7975 -2.6092 0.039 0.021 -0.019
H 0.1853 -2.1955 -2.7375 0.003 -0.039 0.001
H -0.1091 -2.7636 -0.4015 0.038 -0.043 0.002
H -2.4740 -0.9521 -0.6940 -0.077 -0.019 -0.033
H -1.9240 -1.3299 0.9425 -0.003 -0.009 -0.075
H -3.7109 -2.8926 -0.1302 0.013 0.035 -0.003
H -2.3348 -3.6670 0.6221 -0.025 -0.031 -0.005
H 3.0135 -0.2957 -0.5174 -0.018 0.032 0.044
H 1.9249 -2.8814 -1.6624 -0.009 -0.004 0.018
H 3.3126 -2.5820 -0.6377 0.038 0.014 -0.002
H 3.0798 -2.2810 -3.6383 -0.004 0.034 0.008
H 4.3469 -3.0050 -2.6799 -0.016 -0.025 -0.018
H 5.1960 -0.8876 -3.5772 0.019 -0.006 0.014
H 5.0003 -0.7052 -1.8546 -0.025 0.002 0.008
H 3.3689 0.4733 -4.1207 -0.007 0.014 -0.005
H 3.9266 1.2560 -2.6613 -0.006 -0.012 0.039
H 1.4600 -0.4344 -3.1343 0.032 -0.073 -0.004
H 1.6179 1.0391 -2.2240 -0.018 0.028 -0.032
H 2.0268 -0.4366 1.8422 -0.003 0.007 0.025
H 2.7852 -2.5351 2.0005 0.006 -0.030 -0.007
H 1.7663 -3.0486 0.6912 -0.054 -0.030 -0.014
H 1.3923 -4.4652 2.6412 0.004 -0.013 -0.003
H -0.0708 -3.5922 2.2805 0.003 0.004 -0.005
H 1.9145 -3.1157 4.5389 0.000 0.011 -0.003
H 0.1962 -3.3892 4.6549 -0.001 -0.011 -0.005
H 1.6607 -0.8290 4.2331 -0.012 -0.002 -0.006
H 0.0505 -1.0860 4.8729 0.002 0.016 -0.019
H -0.1876 0.1269 2.7617 0.019 0.107 0.018
H -0.7559 -1.5059 2.5136 0.024 0.014 0.009
```
Positions in Å, forces in eV/Å.

Values from the calculation:
Highest occupied orbital energy (alpha / beta)   -17.47 / -17.47 eV
Charge   +3
DFT total energy   -4099.193144 Ha
Gap between HOMO and LUMO (alpha / beta)   6.24 / 6.24 eV
Lowest unoccupied orbital energy (alpha / beta)   -11.2 / -11.2 eV

(3)
C28H44CrN3O5PS | ωB97M-V with the def2-TZVPD basis set

Structure (XYZ):
```
83
Properties=species:S:1:pos:R:3:forces:R:3
Cr -0.1965 -0.0285 0.0594 1.300 0.085 -0.677
N -0.5951 1.3932 -1.5422 -0.357 -0.106 0.479
C 0.3657 1.6130 -2.6544 0.238 0.005 -0.003
C 1.8010 1.7055 -2.1548 -0.065 -0.307 0.217
C 2.3110 0.3933 -1.5475 0.390 0.515 -0.863
O 3.3442 -0.1072 -1.9159 -0.222 -0.090 0.268
O 1.5368 -0.1144 -0.6174 -0.942 -0.274 0.956
H -1.5191 1.2406 -1.9355 -0.009 -0.005 -0.008
H -0.6538 2.2606 -1.0109 -0.003 0.025 -0.015
H 0.1105 2.5364 -3.1765 -0.049 -0.017 0.003
H 0.2660 0.7927 -3.3629 -0.067 0.069 0.070
H 1.8771 2.4950 -1.4002 0.030 0.010 -0.011
H 2.4685 1.9519 -2.9768 -0.020 0.064 -0.011
O -2.3316 -0.8905 2.8750 0.253 0.122 -0.419
N -1.6162 -0.6292 1.9612 -0.347 -0.292 0.909
O -2.0330 -0.1272 0.8513 -0.116 0.159 -0.340
O -0.3592 -0.8148 1.9547 0.109 0.107 -0.299
S 2.0383 2.3972 3.1694 -0.137 0.075 -0.065
C 1.6370 1.7489 1.6469 0.069 0.015 0.154
N 0.3733 1.7230 1.3311 -0.033 -0.168 -0.195
C -0.3956 2.3106 2.3409 0.106 0.319 0.299
C -1.7679 2.5775 2.3196 0.035 -0.112 -0.058
C -2.3503 3.1660 3.4221 -0.030 -0.028 -0.088
C -1.5938 3.5178 4.5434 0.076 0.033 0.036
C -0.2301 3.3169 4.5627 -0.036 0.050 0.113
C 0.3575 2.7228 3.4526 0.054 -0.171 -0.257
H 2.4103 1.3480 1.0083 -0.050 -0.099 0.028
H -2.3664 2.3372 1.4540 -0.035 -0.101 -0.050
H -3.4133 3.3650 3.4133 0.005 0.003 0.004
H -2.0781 3.9723 5.3966 -0.004 0.000 -0.007
H 0.3662 3.6170 5.4138 -0.005 -0.001 -0.004
C 1.7642 -3.6942 -4.4877 0.050 0.112 0.055
C 0.8851 -2.4768 -4.8140 0.034 -0.041 0.085
C 0.3937 -1.7792 -3.5331 -0.097 -0.224 -0.074
C 0.2139 -2.8156 -2.4180 -0.102 0.287 0.167
C 1.6001 -3.3271 -1.9865 0.062 0.009 -0.136
C 2.5454 -3.4513 -3.1988 -0.080 -0.043 -0.055
P -0.7924 -2.1868 -0.9982 -0.385 -0.465 -0.204
C -0.7791 -3.5125 0.3035 0.193 0.171 -0.126
C 0.5576 -3.7004 1.0401 -0.211 -0.023 0.143
C 0.2783 -4.3787 2.3877 -0.081 0.006 -0.045
C -0.7999 -5.4716 2.2492 0.071 -0.062 -0.099
C -0.8519 -5.9985 0.8167 -0.096 0.052 0.087
C -1.2844 -4.8922 -0.1647 0.055 -0.084 0.105
C -2.5866 -2.2056 -1.5375 0.227 0.205 -0.028
C -3.0138 -0.8335 -2.0974 -0.149 -0.109 0.022
C -4.3685 -0.9303 -2.7965 0.066 -0.014 -0.067
C -4.2953 -1.8320 -4.0438 0.063 -0.017 0.071
C -3.1544 -2.8521 -3.9379 -0.106 0.014 0.067
C -3.0093 -3.3421 -2.4993 0.058 0.035 -0.112
H 2.4491 -3.8854 -5.3135 -0.033 -0.058 -0.015
H 1.1447 -4.5887 -4.3758 0.019 -0.019 -0.026
H 0.0304 -2.7900 -5.4179 0.004 0.043 -0.023
H 1.4578 -1.7593 -5.4041 -0.039 -0.002 -0.058
H -0.5369 -1.2477 -3.7401 0.033 0.068 -0.001
H 1.1343 -1.0496 -3.2093 0.044 -0.021 0.033
H -0.3655 -3.6445 -2.8303 -0.030 -0.053 0.013
H 1.4933 -4.3005 -1.5063 -0.005 0.043 -0.051
H 2.0407 -2.6370 -1.2633 0.005 -0.081 0.056
H 3.2455 -4.2689 -3.0263 0.055 0.058 0.033
H 3.1365 -2.5384 -3.3016 0.020 -0.006 0.021
H -1.5082 -3.1295 1.0312 0.067 0.026 0.024
H 1.0785 -2.7607 1.1962 0.118 0.157 0.002
H 1.2135 -4.3333 0.4441 -0.027 0.069 0.042
H -0.0503 -3.6293 3.1120 0.059 0.003 0.012
H 1.2061 -4.8108 2.7654 0.002 0.019 0.026
H -1.7849 -5.0778 2.5157 0.013 0.004 0.035
H -0.5915 -6.2902 2.9377 -0.065 0.024 0.045
H -1.5536 -6.8298 0.7414 0.048 -0.034 -0.017
H 0.1305 -6.3893 0.5418 -0.006 -0.006 -0.030
H -2.3737 -4.8781 -0.2251 -0.006 0.008 -0.092
H -0.8968 -5.1353 -1.1564 -0.030 0.028 -0.027
H -3.1199 -2.3452 -0.5919 0.034 0.030 0.044
H -2.2733 -0.4763 -2.8217 0.000 0.035 0.001
H -3.0718 -0.1200 -1.2720 0.043 0.017 -0.090
H -4.7125 0.0673 -3.0732 -0.057 -0.015 0.031
H -5.0991 -1.3293 -2.0884 0.008 0.026 0.033
H -4.1605 -1.2283 -4.9427 -0.041 0.004 -0.003
H -5.2429 -2.3617 -4.1520 -0.008 0.022 -0.072
H -2.2183 -2.4044 -4.2773 0.052 -0.024 -0.020
H -3.3483 -3.6996 -4.5963 0.028 0.012 -0.018
H -2.3215 -4.1819 -2.4542 -0.040 -0.040 0.010
H -3.9813 -3.7244 -2.1761 0.027 -0.033 0.063
```
Positions in Å, forces in eV/Å.

Values from the calculation:
Highest occupied orbital energy (alpha / beta)   -11.98 / -11.97 eV
Charge   +1
DFT total energy   -3417.585495 Ha
Gap between HOMO and LUMO (alpha / beta)   7.64 / 8.19 eV
Multiplicity   2
ΔE to the lowest compared entry with this formula, charge and spin   3.2 kcal/mol
Lowest unoccupied orbital energy (alpha / beta)   -4.3 / -3.8 eV

- charge of number 1 (C28H44Cl3N4O3SeSiSn)?
  -1